(1)
# C4H12N6

A gas-phase ion, C4H12N6 (charge +2) in a non-equilibrium geometry (ωB97M-V with the def2-TZVPD basis set, OMol25).

Last column: Löwdin charge in e.
Geometry (Å):
C  2.1848  0.1877  0.8205  -0.0609
C  -0.1077  0.2580  -0.3432  -0.3948
C  -0.1996  -1.0928  -1.1240  -0.0556
C  -1.4305  0.4050  0.6088  -0.2551
N  2.7295  -0.8246  0.2154  0.2134
N  1.0121  0.7486  0.4067  0.1255
N  -0.4638  1.2462  -1.3516  0.0723
N  0.9136  -1.6589  -1.3157  0.1452
N  -2.4326  1.2271  0.3468  0.2161
N  -1.4607  -0.3510  1.7061  0.2295
H  2.6227  0.7074  1.6206  0.1523
H  -1.2006  -1.2875  -1.6620  0.1810
H  3.5500  -1.2958  0.5965  0.1622
H  0.8134  1.6603  0.8604  0.1907
H  -1.1092  0.7682  -2.1283  0.1733
H  0.2965  1.6033  -1.8496  0.0896
H  1.0387  -2.5780  -1.7377  0.1368
H  2.0619  -1.2992  -0.4672  0.0284
H  -3.2276  1.2264  1.0753  0.2008
H  -2.2997  1.9616  -0.4296  0.1797
H  -2.2884  -0.3921  2.2353  0.1222
H  -1.0027  -1.2199  1.9166  0.1473

Cartesian forces (eV/Å) of the 3 atoms listed first:
C -0.7 -0.8 -2.1
C -3.8 1.2 -0.9
C 1.1 0.1 -0.2

Properties
SMILES string: [H]/N=C/[C@](N)(/[NH+]=C\N)C(N)=[NH2+]
Net charge: +2
HOMO in eV: -18.1
Frontier orbital gap in eV: 10.5
Relative energy (zero: lowest compared OMol25 entry of this formula, charge and spin) in kcal/mol: 19.13



(2)
# C4H12NO

2 unconnected molecules or ions with the total composition C4H12NO in a non-equilibrium geometry (ωB97M-V with the def2-TZVPD basis set, OMol25).

Last column: Löwdin charge in e.
Geometry (Å):
C  1.7462  1.6258  0.2368  -0.0932
C  1.7472  0.3710  -0.7555  -0.1521
C  0.5050  -0.4942  -0.4173  -0.2026
C  0.2412  -1.8323  -0.3566  0.0901
N  -0.7582  0.3652  0.0147  0.1937
H  2.4868  2.3356  -0.1506  0.0785
H  1.9301  1.7053  1.3636  0.1166
H  0.8086  2.1545  0.1307  0.0364
H  2.6446  -0.3105  -0.4243  0.1465
H  1.9461  0.5334  -1.8792  0.1435
H  0.2478  -2.3591  -1.3001  0.0977
H  -0.3742  -2.2325  0.4059  0.0555
H  -0.8243  1.1717  0.5231  0.0890
H  -1.2969  0.6047  -0.9497  0.2505
H  -1.3315  -0.3359  0.4741  0.0578
H  -2.7144  -1.6322  0.6388  0.1226
H  -4.0254  -0.8506  1.1329  0.1372
O  -2.9787  -0.8202  1.3127  -0.1677

Cartesian forces (eV/Å) of the 3 atoms listed first:
C 0.5 1.1 -0.7
C 1.3 -1.9 1.3
C -0.2 0.7 0.0

Properties
Net charge: +1
HOMO in eV: -13.9
Frontier orbital gap in eV: 9.5
Relative energy (zero: lowest compared OMol25 entry of this formula, charge and spin) in kcal/mol: 106.02



(3)
# C4H12NO

2 unconnected molecules or ions with the total composition C4H12NO in a non-equilibrium geometry (ωB97M-V with the def2-TZVPD basis set, OMol25).

Last column: Löwdin charge in e.
Geometry (Å):
C  -0.5230  0.0637  2.2157  -0.0721
C  -1.4226  -0.2737  1.0115  -0.1979
C  -0.5643  -0.7302  -0.1138  -0.3014
C  -0.0518  -1.9432  -0.3951  0.1166
N  -0.2052  0.2587  -1.1726  0.2112
H  -0.1943  1.0930  2.0926  0.0751
H  -0.8509  -0.0608  3.2407  0.0847
H  0.3735  -0.5107  2.1398  0.0637
H  -2.2751  -0.9363  1.2533  0.1292
H  -2.1306  0.5849  0.7128  0.1381
H  -0.3648  -2.8456  0.0965  0.0829
H  0.5660  -2.2534  -1.2553  0.0934
H  0.6871  0.7376  -1.0178  0.0993
H  -1.0036  0.9241  -1.2432  0.1800
H  -0.2440  -0.1090  -2.1398  0.1807
H  2.2687  2.6739  -0.6350  0.1258
H  2.9661  1.5090  -1.5551  0.0686
O  2.1221  1.8557  -1.2331  -0.0778

Cartesian forces (eV/Å) of the 3 atoms listed first:
C 0.2 0.8 -0.4
C -2.1 1.0 0.5
C 0.7 -2.4 -1.9

Properties
Net charge: +1
HOMO in eV: -14.4
Frontier orbital gap in eV: 11.1
Relative energy (zero: lowest compared OMol25 entry of this formula, charge and spin) in kcal/mol: 37.52



(4)
# C4H12NO

2 unconnected molecules or ions with the total composition C4H12NO in a non-equilibrium geometry (ωB97M-V with the def2-TZVPD basis set, OMol25).

Last column: Löwdin charge in e.
Geometry (Å):
C  0.5195  2.4778  -0.2931  -0.0700
C  0.0941  1.0037  -0.7310  -0.1916
C  -0.6558  0.2578  0.3094  -0.3213
C  -2.0610  0.1345  0.4410  0.1301
N  0.2702  -0.6916  0.9296  0.2001
H  0.4891  2.7243  0.7980  0.0753
H  -0.1317  3.2924  -0.7350  0.0955
H  1.6258  2.6298  -0.4662  0.0859
H  0.9809  0.4019  -0.9426  0.1068
H  -0.4554  1.1310  -1.6370  0.1107
H  -2.5582  0.4301  -0.5207  0.0936
H  -2.6461  -0.2670  1.3590  0.1098
H  1.0618  -0.2565  1.4624  0.1949
H  -0.2755  -1.1298  1.6921  0.1848
H  0.7557  -1.1463  0.1490  0.1294
H  0.1998  -3.8040  -0.8260  0.1084
H  1.7820  -3.8704  -0.5732  0.0510
O  1.0050  -3.3176  -0.4158  -0.0935

Cartesian forces (eV/Å) of the 3 atoms listed first:
C 0.8 0.6 0.7
C 0.4 1.5 0.7
C -4.1 -0.5 -0.8

Properties
Net charge: +1
HOMO in eV: -14.0
Frontier orbital gap in eV: 10.4
Relative energy (zero: lowest compared OMol25 entry of this formula, charge and spin) in kcal/mol: 59.92



(5)
# C4H12NO

2 unconnected molecules or ions with the total composition C4H12NO in a non-equilibrium geometry (ωB97M-V with the def2-TZVPD basis set, OMol25).

Last column: Löwdin charge in e.
Geometry (Å):
C  2.9126  1.0151  0.0928  -0.0535
C  1.5677  0.1120  -0.1557  -0.1398
C  0.1045  0.7681  0.3068  -0.0698
C  -1.7601  0.1908  -1.2559  0.1767
N  -0.9380  -0.2080  -0.3224  0.0487
H  3.5278  1.0554  -0.7893  0.0633
H  3.5210  0.6057  0.8699  0.0526
H  2.7125  1.9784  0.5709  0.0686
H  1.5752  -0.6909  0.5017  0.0638
H  1.4173  -0.1008  -1.1785  0.0749
H  0.0547  1.8366  -0.2183  0.1583
H  -0.1231  0.8868  1.3456  0.1066
H  -1.4629  0.9028  -2.0483  0.1294
H  -2.7820  -0.1644  -1.4257  0.1255
H  -1.5105  -0.7418  0.3492  0.1128
H  -2.7749  -2.4511  1.9356  0.0711
H  -3.1022  -2.8636  0.3923  0.0783
O  -2.9394  -2.1313  1.0292  -0.0673

Cartesian forces (eV/Å) of the 3 atoms listed first:
C -2.1 -0.7 0.5
C -0.5 3.9 2.2
C 2.6 1.0 -4.2

Properties
Net charge: +1
HOMO in eV: -15.3
Frontier orbital gap in eV: 9.9
Relative energy (zero: lowest compared OMol25 entry of this formula, charge and spin) in kcal/mol: 62.41



(6)
# C4H12NO

A gas-phase ion, C4H12NO (charge +1) in a non-equilibrium geometry (ωB97M-V with the def2-TZVPD basis set, OMol25).

Last column: Löwdin charge in e.
Geometry (Å):
O  -0.5985  0.8179  -2.8391  -0.0280
C  -0.6181  1.4743  -1.6032  -0.2538
C  -0.6750  0.4380  -0.4926  -0.1046
N  0.6638  0.0903  0.0997  0.0582
C  0.5922  -0.3787  1.5868  -0.1330
C  0.2549  -1.8508  1.6380  -0.0623
H  -0.1455  1.3545  -3.5056  0.1132
H  -1.5286  2.0795  -1.4656  0.1324
H  0.1853  2.2020  -1.4321  0.1302
H  -1.0146  -0.4825  -0.9754  0.1421
H  -1.4105  0.7112  0.2529  0.1340
H  1.0589  -0.7074  -0.3949  0.1741
H  1.3117  0.8669  0.0069  0.1684
H  -0.2205  0.1843  2.0172  0.1209
H  1.5996  -0.1462  1.9145  0.1321
H  0.1179  -2.0377  2.7083  0.1010
H  1.0818  -2.4837  1.3736  0.0832
H  -0.6547  -2.1318  1.1105  0.0921

Cartesian forces (eV/Å) of the 3 atoms listed first:
O 0.6 0.1 -0.2
C -0.7 0.7 0.7
C 0.0 -0.7 -1.1

Properties
SMILES string: CC[NH2+]CCO
Net charge: +1
HOMO in eV: -14.7
Frontier orbital gap in eV: 11.5
Relative energy (zero: lowest compared OMol25 entry of this formula, charge and spin) in kcal/mol: 26.65



(7)
# C4H12NO

A gas-phase ion, C4H12NO (charge +1) in a non-equilibrium geometry (ωB97M-V with the def2-TZVPD basis set, OMol25).

Last column: Löwdin charge in e.
Geometry (Å):
O  1.4698  -1.1330  0.4858  -0.1121
C  0.0274  -1.4837  0.3593  -0.0938
C  -0.6363  -0.1635  -0.3432  -0.3311
N  0.2783  0.9791  0.0373  -0.0667
C  -0.0549  1.5300  1.3194  -0.0497
C  -0.6029  -0.4111  -1.7929  -0.0855
H  1.6815  -1.0975  1.4162  0.0897
H  -0.4164  -1.7487  1.3061  0.1137
H  0.2177  -2.3960  -0.3567  0.1652
H  -1.6457  -0.0039  0.0869  0.1600
H  1.3932  0.6440  -0.0067  0.2505
H  0.1370  1.6437  -0.7611  0.1870
H  -1.0328  2.0939  1.2926  0.1287
H  0.6071  2.4308  1.5478  0.1262
H  0.1635  0.6671  2.0707  0.1409
H  -0.8966  -1.4811  -2.1196  0.1239
H  -1.1690  0.4358  -2.4569  0.1492
H  0.4791  -0.5059  -2.0850  0.1037

Cartesian forces (eV/Å) of the 3 atoms listed first:
O -1.0 -0.2 0.4
C 2.5 0.1 -2.3
C 0.6 -2.8 1.9

Properties
SMILES string: C[NH2+][C@@H](C)CO
Net charge: +1
HOMO in eV: -15.4
Frontier orbital gap in eV: 12.1
Relative energy (zero: lowest compared OMol25 entry of this formula, charge and spin) in kcal/mol: 57.13



(8)
# C4H12NO

A gas-phase ion, C4H12NO (charge +1) in a non-equilibrium geometry (ωB97M-V with the def2-TZVPD basis set, OMol25).

Last column: Löwdin charge in e.
Geometry (Å):
C  1.4039  0.9644  1.2702  -0.0470
C  -1.1826  0.7662  -0.5895  -0.0102
C  1.0719  0.0329  0.0705  -0.1477
C  -0.4598  -0.3172  0.1212  -0.5758
N  -0.7122  -1.6394  -0.9385  0.2528
O  -0.9206  -0.6953  1.2565  0.1501
H  1.1487  0.4141  2.1285  0.0640
H  2.4167  1.3193  1.2945  0.0900
H  0.7920  1.8497  1.2185  0.0753
H  -2.2337  0.5256  -0.3076  0.1138
H  -1.0380  0.8009  -1.7742  0.1537
H  -0.8603  1.7633  -0.2074  0.1098
H  1.4338  0.3379  -0.9692  0.1519
H  1.6017  -0.8416  0.4081  0.1051
H  -1.6150  -1.6639  -1.4969  0.1890
H  -0.0437  -1.4094  -1.6081  0.1004
H  -0.5146  -2.5027  -0.5167  0.1281
H  -0.3852  -1.1948  1.7838  0.0969

Cartesian forces (eV/Å) of the 3 atoms listed first:
C -0.8 0.7 -2.0
C -1.6 0.7 -1.3
C 0.2 -0.7 0.2

Properties
SMILES string: CC[C@@](C)([NH3+])O
Net charge: +1
HOMO in eV: -15.8
Frontier orbital gap in eV: 12.4
Relative energy (zero: lowest compared OMol25 entry of this formula, charge and spin) in kcal/mol: 38.85